# 1
This record from the OMol25 dataset describes a structure of composition C28H72F3N6O16S2Sr2V in a non-equilibrium geometry. The level of theory is the ωB97M-V functional and the def2-TZVPD basis.

The geometry in XYZ format:
```
130
Properties=species:S:1:pos:R:3:forces:R:3
Sr -4.2841 -22.7209 24.3928 -0.6 0.3 -0.4
Sr -4.7170 -27.1075 25.3161 -1.0 0.1 0.0
V -4.9989 -26.2058 19.3952 -1.5 1.7 -1.2
C -7.3302 -26.7555 17.9135 -0.3 -0.2 1.7
O -7.4091 -27.2040 19.2803 0.0 -0.7 -0.7
O -6.0533 -26.3783 17.7877 1.9 0.7 0.4
C -7.6992 -27.8809 16.9381 -0.9 0.2 -0.3
F -8.1261 -27.3428 15.7777 0.4 -0.2 0.2
F -6.6871 -28.7087 16.6823 -0.1 0.1 0.1
F -8.7312 -28.5905 17.4344 0.3 -0.1 -0.1
C -8.6588 -27.0582 19.9424 0.0 0.1 1.2
C -8.5084 -27.6758 21.3257 0.8 -0.1 -0.3
H -8.1978 -28.7187 21.2253 -0.4 -0.1 0.0
H -7.6714 -27.1982 21.8446 -0.3 0.2 0.1
H -9.4318 -27.6005 21.8923 0.0 0.0 0.1
H -9.4805 -27.5636 19.4417 0.1 0.1 -0.4
H -8.8534 -25.9856 20.0585 -0.2 0.0 -0.2
H -8.0395 -25.9213 17.8275 -0.1 -0.1 -0.5
S -4.9987 -25.3280 21.9867 -0.1 0.4 -1.1
O -3.8682 -25.7726 21.0727 0.9 -0.9 0.9
O -4.8524 -23.9342 22.3574 0.3 -0.3 -0.9
O -6.0855 -25.5131 20.9616 -0.9 -0.1 0.8
O -5.1718 -26.1541 23.1762 -0.2 -0.1 -1.0
S -4.1110 -24.5533 26.8027 0.4 0.1 -0.3
O -2.9214 -24.1379 27.5204 -0.5 -0.3 0.6
O -5.1421 -23.5190 26.6509 0.5 0.6 1.2
O -3.6741 -24.8501 25.3767 0.3 -0.7 -0.8
O -4.7309 -25.8225 27.2331 0.1 0.1 1.3
C -0.0515 -21.5081 26.2470 0.0 0.6 -1.0
C -1.2108 -21.6417 25.2500 0.5 -1.3 0.7
C -0.9993 -22.9534 24.4580 0.5 1.2 0.3
O -1.9416 -23.0056 23.3879 0.9 -0.5 0.2
C -1.6050 -23.9845 22.4239 -0.6 -0.2 -0.4
N -2.4900 -21.7876 25.9580 0.0 0.6 0.4
H -0.1637 -20.6034 26.8434 -0.2 -0.2 0.3
H 0.8810 -21.3474 25.6989 0.1 -0.3 0.1
H -0.0081 -22.4123 26.8507 0.2 0.1 0.2
H -1.1942 -20.8226 24.5305 -0.3 0.2 0.2
H -1.0569 -23.8025 25.1501 -0.3 -0.1 -0.2
H 0.0266 -22.9175 24.0735 -0.1 -0.1 -0.3
H -0.5793 -23.8923 22.0568 0.1 0.0 0.3
H -2.2656 -23.8417 21.5688 0.0 0.0 0.0
H -1.8096 -24.9914 22.8049 0.3 0.0 0.0
H -2.6674 -21.0099 26.5921 0.1 0.3 -0.3
H -2.4031 -22.5547 26.6386 0.0 -0.1 -0.3
C -2.0344 -29.4488 22.1652 1.0 -0.5 0.7
C -2.5950 -29.1602 23.5436 -1.2 -0.1 0.3
C -1.8454 -28.0744 24.2986 0.0 0.1 -1.1
O -2.4782 -27.7793 25.5352 1.4 -1.0 0.4
C -1.6192 -26.9780 26.3976 -0.4 0.9 -0.9
N -4.0370 -28.7638 23.4242 -0.4 -0.6 -0.7
H -2.5036 -30.3553 21.7873 -0.2 0.3 -0.4
H -0.9707 -29.7026 22.2249 0.0 0.1 0.0
H -2.1187 -28.5736 21.5200 -0.3 -0.1 -0.2
H -2.6372 -30.0500 24.1763 0.4 -0.1 -0.1
H -1.8434 -27.1886 23.6396 0.0 0.2 0.3
H -0.8031 -28.3812 24.4055 0.0 0.0 0.4
H -0.6081 -27.3605 26.5121 -0.1 -0.4 -0.1
H -2.0982 -26.8262 27.3589 -0.1 -0.2 0.0
H -1.6145 -26.0288 25.8602 0.5 0.3 0.5
H -4.2100 -28.3453 22.5095 0.4 0.6 0.3
H -4.6351 -29.5827 23.2963 0.4 -0.3 0.5
C -5.5618 -20.2694 21.9226 -1.0 0.8 -0.1
C -4.3625 -19.7440 22.7121 -0.7 -0.7 -1.0
C -4.7751 -19.3817 24.1135 0.2 -0.1 0.1
O -5.3813 -20.5043 24.7694 -0.2 1.2 -0.2
C -5.6593 -20.1314 26.1194 -0.4 0.1 0.0
N -3.4030 -20.8568 22.7069 0.2 0.9 0.1
H -5.4081 -20.3193 20.8414 0.5 -0.4 0.1
H -6.4185 -19.5851 21.9651 0.1 0.0 0.4
H -5.9165 -21.2166 22.3285 0.1 -0.1 -0.2
H -4.0186 -18.8385 22.1991 0.2 0.0 0.2
H -5.4749 -18.5457 24.0199 -0.1 0.0 0.3
H -3.9299 -19.0787 24.7461 0.1 0.2 -0.3
H -4.7150 -20.0196 26.6564 -0.2 -0.3 0.3
H -6.3397 -20.8824 26.5097 0.4 -0.2 0.4
H -6.1795 -19.1711 26.1960 0.0 0.0 -0.3
H -2.4840 -20.5051 22.9527 0.1 -0.3 0.0
H -3.3356 -21.2508 21.7747 0.1 0.0 0.0
C -1.2334 -28.0163 18.4333 -0.1 -0.2 -0.2
C -1.9194 -26.7364 18.8619 0.3 0.4 0.2
C -1.0337 -25.5518 18.5352 0.3 0.3 0.1
O -1.7635 -24.3691 18.7951 -0.2 0.2 0.2
C -0.9824 -23.2151 18.5735 1.1 0.2 -0.8
N -3.2770 -26.5815 18.2094 1.4 -1.1 -1.1
H -0.9600 -27.9366 17.3778 0.0 -0.1 0.0
H -1.8756 -28.8931 18.5421 0.0 0.1 0.1
H -0.3240 -28.2095 19.0001 0.0 0.1 0.0
H -2.0474 -26.6686 19.9426 -0.3 -0.3 0.0
H -0.6365 -25.5403 17.5086 -0.4 -0.2 -0.1
H -0.1418 -25.5989 19.1762 -0.1 0.0 0.1
H -0.0071 -23.2961 19.0709 -0.2 0.1 0.3
H -1.4814 -22.2972 18.8716 -0.3 -0.2 0.3
H -0.7218 -23.1015 17.5105 -0.3 -0.1 0.0
H -3.0983 -25.9890 17.3908 -0.6 0.6 0.5
H -3.3915 -27.4486 17.6674 -0.5 -0.1 0.5
C -8.6011 -22.8975 23.2186 -0.6 -0.5 0.8
C -8.0593 -23.1276 24.6260 0.9 0.0 -1.0
C -8.9731 -23.9943 25.4566 -0.7 0.3 1.0
O -8.4100 -24.3215 26.7105 0.2 -0.8 -0.2
C -8.4234 -23.2822 27.6387 0.5 1.0 0.4
N -6.6966 -23.7349 24.5573 -1.4 0.2 0.3
H -8.8569 -23.8529 22.7473 0.4 0.0 -0.2
H -7.8674 -22.3422 22.6439 -0.2 0.1 -0.3
H -9.5643 -22.3908 23.3096 0.2 0.4 -0.3
H -7.8915 -22.1393 25.0636 -0.3 -0.1 0.3
H -9.2143 -24.9415 24.9676 0.2 0.0 -0.2
H -9.9315 -23.5029 25.6824 0.0 0.1 -0.5
H -8.1092 -23.6601 28.6086 -0.2 -0.2 0.0
H -9.3980 -22.7882 27.7300 -0.1 -0.2 -0.1
H -7.6867 -22.5024 27.3924 -0.1 -0.1 -0.1
H -6.4746 -23.9179 25.5460 0.0 -0.4 -0.5
H -6.7932 -24.6204 24.0659 0.1 0.0 0.1
C -6.9298 -23.0319 19.4578 -0.5 -1.0 0.3
C -5.7705 -23.2163 18.5203 0.6 -0.8 -1.4
C -5.1362 -21.9284 17.9988 -0.2 -0.1 0.6
O -4.5068 -22.2056 16.7766 -0.3 -0.1 -0.1
C -4.5228 -21.0979 15.8928 0.6 0.2 -0.2
N -4.6831 -24.1545 19.0017 0.4 1.6 0.2
H -7.6436 -22.3129 19.0609 0.2 0.4 0.1
H -6.6484 -22.8472 20.4953 0.1 0.5 -0.1
H -7.5070 -23.9619 19.5122 0.2 0.0 0.0
H -6.0913 -23.7142 17.5992 -0.4 0.1 0.1
H -4.3865 -21.5152 18.6965 -0.2 0.1 0.1
H -5.9610 -21.2143 17.9101 0.2 0.2 -0.3
H -3.9429 -20.2728 16.3215 -0.2 0.1 0.0
H -5.5314 -20.7621 15.6436 -0.1 -0.1 0.2
H -4.0284 -21.3961 14.9710 0.0 -0.1 0.0
H -4.2890 -23.6434 19.8017 -0.2 -0.7 0.4
H -3.8988 -23.9992 18.3590 -0.2 -0.5 -0.3
```
Positions in Å, forces in eV/Å.

Computed properties:
* HOMO-LUMO gap (alpha / beta): 7.876 / 8.489 eV
* <S²>: 2.013
* multiplicity: 3
* total charge: +2

Atomic partial charges in e from the Löwdin method, atoms 1 to 4: atom 1 (Sr): 1.5192, atom 2 (Sr): 1.7148, atom 3 (V): 1.1430, atom 4 (C): -0.3739



# 2
This record from the OMol25 dataset describes a structure of composition C28H72O8 in a non-equilibrium geometry. The level of theory is the ωB97M-V functional and the def2-TZVPD basis.

The geometry in XYZ format:
```
108
Properties=species:S:1:pos:R:3:forces:R:3
C -5.0171 -1.7496 -0.3490 0.9 -0.2 0.8
C -3.7966 -0.8598 -0.1516 -2.8 1.0 -5.1
O -3.3853 -0.1996 -1.3246 0.3 -1.3 -1.9
C -2.7562 -0.9630 -2.3690 -0.3 -0.7 -0.5
C -1.9836 -0.0544 -3.2910 -1.6 0.3 0.0
H -5.3321 -1.8074 -1.3909 -0.4 0.5 0.3
H -4.7068 -2.7627 -0.0934 -0.4 -0.3 0.3
H -5.6886 -1.3489 0.4104 -0.9 -0.7 -0.6
H -4.0633 0.0201 0.4337 0.2 -0.3 0.8
H -2.9718 -1.3887 0.3260 -1.6 -1.7 -13.7
H -2.0000 -1.6603 -2.0084 -0.7 -0.5 0.6
H -3.5198 -1.4747 -2.9547 -0.2 -0.5 0.2
H -2.6999 0.6309 -3.7441 0.2 -0.2 -0.8
H -1.2482 -0.4807 -3.9733 -0.5 -0.4 -0.1
H -1.4360 0.5968 -2.6097 -3.5 -2.9 -2.5
C 6.1070 0.5493 -2.5863 -1.0 0.9 0.6
C 4.8626 1.4818 -2.1403 1.2 -1.6 -0.7
O 3.9368 0.7444 -1.3570 0.1 0.2 0.4
C 2.9660 1.6092 -0.7556 0.3 -1.5 -1.4
C 2.1065 0.8491 0.2612 4.1 3.8 -14.1
H 5.8555 -0.3900 -3.0788 -0.5 0.3 -0.3
H 6.7900 1.1384 -3.1983 -0.2 0.0 -0.3
H 6.7389 0.2128 -1.7643 -0.4 0.3 0.6
H 5.2700 2.3601 -1.6396 0.0 0.0 0.6
H 4.3044 1.8948 -2.9805 0.2 -0.2 -0.6
H 3.5294 2.3756 -0.2234 -0.1 0.4 -0.5
H 2.3091 2.0479 -1.5067 0.8 -1.4 0.1
H 2.7730 0.4635 1.0327 9.3 -2.0 -6.5
H 1.5289 0.0282 -0.1638 1.9 0.6 0.7
H 1.4228 1.5742 0.7028 1.3 0.0 -1.5
C -1.9549 -5.9126 -1.3838 1.1 0.8 -0.8
C -1.3809 -4.5708 -1.9869 -1.1 -0.7 0.6
O -0.8087 -3.7151 -1.0316 -4.6 -10.9 -4.6
C 0.5513 -3.9754 -0.6399 3.9 -4.7 -0.5
C 1.4985 -3.0816 -1.5092 -1.1 -0.8 0.7
H -1.1974 -6.6925 -1.3063 -0.1 -0.1 -0.3
H -2.3591 -5.8170 -0.3761 -0.1 0.6 -0.1
H -2.7585 -6.1582 -2.0780 0.1 -0.6 0.2
H -0.6664 -4.6192 -2.8087 -0.3 -0.7 -0.3
H -2.2789 -4.0303 -2.2859 0.2 0.2 -0.4
H 0.5232 -3.6946 0.4130 1.0 -0.9 -0.2
H 0.7386 -5.0417 -0.7665 0.1 -0.2 0.0
H 2.4146 -2.8370 -0.9717 0.4 -0.6 -0.4
H 0.9632 -2.1328 -1.4721 1.4 -1.9 -1.6
H 1.5547 -3.4257 -2.5420 0.6 -0.2 0.2
C -1.6578 0.3276 1.7099 -7.0 2.3 5.9
C -2.1299 -1.1465 1.6709 3.4 1.5 4.3
O -2.3623 -1.4959 3.0717 0.1 -0.1 -0.6
C -3.6503 -2.0564 3.2573 0.3 -0.1 -0.8
C -3.9400 -2.2623 4.7109 0.0 0.4 0.5
H -2.3925 0.8737 2.3015 -0.9 0.1 0.7
H -0.7667 0.5169 2.3082 -1.0 -0.3 1.1
H -1.4660 0.8240 0.7586 -4.1 1.6 6.1
H -2.9457 -1.2961 0.9637 1.5 1.4 14.7
H -1.2936 -1.6034 1.1419 -0.3 -1.2 1.3
H -4.4421 -1.4829 2.7753 -0.1 0.6 0.0
H -3.6492 -2.9951 2.7033 -0.3 -0.6 0.1
H -3.2069 -2.9772 5.0845 -0.3 0.0 0.4
H -4.9794 -2.5079 4.9290 0.0 -0.9 -0.4
H -3.8926 -1.3371 5.2853 0.7 0.2 -0.2
C 1.5673 3.9815 -2.2432 0.1 0.1 -0.8
C 0.5659 3.4000 -3.2615 0.9 1.5 -0.4
O -0.6754 3.0121 -2.7995 -1.4 -0.9 0.9
C -0.8257 1.9303 -1.8554 1.1 2.4 0.1
C -2.2486 1.9765 -1.3046 0.4 1.7 -0.1
H 2.3340 4.5671 -2.7506 0.1 -0.2 -0.4
H 1.1636 4.6524 -1.4848 -0.4 0.2 -1.2
H 2.0578 3.1567 -1.7263 -0.4 2.1 -0.6
H 0.3498 4.2042 -3.9649 -0.2 0.1 0.0
H 1.0488 2.6683 -3.9092 0.2 -0.7 0.2
H -0.6796 0.9622 -2.3345 3.9 2.5 1.4
H -0.1035 1.9621 -1.0396 -1.1 0.5 -2.7
H -2.9448 1.7740 -2.1185 0.0 0.7 0.4
H -2.3808 2.9538 -0.8404 -0.3 0.2 -0.3
H -2.4564 1.2069 -0.5612 -0.7 1.5 -0.9
C 3.5998 0.3622 3.6818 -1.1 1.1 0.3
C 2.0622 0.4696 3.4787 0.1 -2.5 -0.5
C 1.5808 0.1809 2.0328 -4.1 -3.5 11.3
O 1.5140 -0.6014 4.2673 -0.5 -0.1 0.5
H 3.7690 0.5798 4.7364 0.1 -0.3 0.2
H 4.0458 1.2228 3.1833 0.7 -0.5 -0.5
H 3.9903 -0.6286 3.4495 0.0 0.3 -0.3
H 1.7483 1.4549 3.8232 -0.5 -0.3 0.2
H 1.7494 -0.8567 1.7449 0.1 -0.4 0.5
H 2.1761 0.7043 1.2847 -6.7 1.6 12.3
H 0.5035 0.3263 1.9521 2.2 0.1 1.6
H 1.2685 -0.3329 5.1557 0.1 0.2 0.1
C 0.4904 3.4659 0.3699 0.9 -0.8 1.1
C 1.0745 3.3738 1.8054 -3.1 1.7 -0.8
C 2.4626 2.9966 1.9526 3.3 0.1 1.1
O 0.9359 4.7295 2.2914 0.6 0.0 0.6
H 1.2275 3.9609 -0.2624 -0.8 0.1 1.4
H -0.5227 3.8678 0.3565 0.2 0.7 0.1
H 0.3230 2.5242 -0.1528 0.8 1.5 1.7
H 0.4633 2.7290 2.4368 -0.3 -0.2 0.0
H 3.1309 3.8545 2.0276 -0.2 0.5 -0.4
H 2.9073 2.3671 1.1819 -0.3 0.9 1.1
H 2.6400 2.5183 2.9158 -0.1 0.3 -0.4
H 0.0140 4.9440 2.4518 -0.1 -0.2 -0.1
C -0.4365 0.2910 0.0595 5.6 -3.2 -5.5
C 0.0136 -0.9444 -0.7805 -1.7 0.9 0.7
O -0.3224 -2.1348 -0.1329 1.1 10.2 5.2
H -1.4349 0.6710 -0.1575 2.8 -2.1 -4.0
H 0.2896 1.0869 -0.1061 -1.5 -1.4 0.1
H -0.3150 0.1659 1.1355 1.5 -1.9 -3.8
H 1.0784 -0.9650 -1.0127 -0.2 1.1 0.2
H -0.4723 -0.9686 -1.7559 0.2 0.4 -0.2
H -0.2870 -2.9373 -0.6586 -0.4 7.4 0.4
```
Positions in Å, forces in eV/Å.

Computed properties:
* HOMO-LUMO gap: 7.136 eV
* relative energy (zero: lowest compared OMol25 entry of this formula, charge and spin): 674.8 kcal/mol

Atomic partial charges in e from the Löwdin method, atoms 1 to 4: atom 1 (C): -0.0131, atom 2 (C): -0.2557, atom 3 (O): -0.1922, atom 4 (C): -0.2174